Here is a molecular structure, C21H29N5O4Pt in a non-equilibrium geometry from the OMol25 dataset. Energies are from ωB97M-V with the def2-TZVPD basis set.

XYZ file:
```
60
Properties=species:S:1:pos:R:3:lowdin_charge:R:1
Pt 0.320 1.601 0.271 1.254
C 0.433 6.423 3.236 -0.004
N 0.341 5.777 1.952 -0.122
C 0.082 6.613 0.813 -0.003
C 0.406 4.451 1.789 -0.365
O 0.134 3.907 0.701 -0.042
C 0.794 3.589 2.993 -0.079
O 1.205 2.299 2.581 -0.190
C 2.591 1.994 2.691 -0.069
C 3.145 1.508 1.359 -0.342
O 2.393 1.465 0.348 -0.111
N 4.419 1.158 1.273 -0.114
C 4.963 0.693 0.023 0.010
C 5.328 1.258 2.385 0.005
H -0.002 7.421 3.165 0.118
H -0.097 5.871 4.014 0.107
H 1.472 6.552 3.558 0.118
H -0.978 6.892 0.768 0.120
H 0.645 7.548 0.885 0.118
H 0.342 6.097 -0.113 0.099
H 1.561 4.088 3.597 0.143
H -0.106 3.449 3.611 0.163
H 3.167 2.866 3.025 0.154
H 2.698 1.202 3.451 0.161
H 4.195 0.678 -0.749 0.094
H 5.782 1.345 -0.293 0.124
H 5.384 -0.307 0.154 0.117
H 4.914 0.804 3.287 0.109
H 6.258 0.746 2.140 0.117
H 5.578 2.299 2.611 0.122
C -0.515 -8.471 -3.137 0.070
C -1.061 -7.170 -2.794 -0.081
C -1.993 -6.995 -1.730 0.101
C -2.472 -5.764 -1.394 0.110
C -2.079 -4.602 -2.103 -0.068
N -2.518 -3.344 -1.808 0.291
C -3.578 -3.051 -0.932 -0.435
O -4.189 -3.901 -0.348 0.179
N -3.946 -1.724 -0.849 0.175
C -3.311 -0.492 -0.986 -0.199
C -4.040 0.577 -1.536 0.068
C -3.463 1.831 -1.597 0.032
C -2.182 2.012 -1.094 -0.070
N -1.496 1.009 -0.529 -0.134
C -2.030 -0.218 -0.486 -0.036
C -1.161 -4.766 -3.176 0.094
C -0.689 -6.000 -3.509 0.085
H -1.157 -9.300 -2.831 0.137
H 0.443 -8.651 -2.617 0.180
H -0.260 -8.543 -4.200 0.141
H -2.326 -7.871 -1.188 0.163
H -3.191 -5.658 -0.580 0.145
H -2.177 -2.604 -2.413 0.183
H -4.906 -1.650 -0.507 0.195
H -5.037 0.410 -1.914 0.148
H -3.999 2.666 -2.022 0.144
H -1.692 2.978 -1.140 0.127
H -1.453 -0.995 -0.002 0.130
H -0.865 -3.897 -3.745 0.151
H -0.027 -6.100 -4.360 0.161
```

The value obtained for the calculated total energy is -41091.212 eV. The highest occupied orbital energy (alpha / beta) comes out at -18.85 / -18.85 eV. The LUMO energy (alpha / beta) comes out at -15.95 / -15.96 eV. The orbital gap (alpha / beta) is 2.90 / 2.89 eV. Its net charge is +4.